ORCA calculation (ωB97M-V/def2-TZVPD) on a cluster of 2 separate species, C16H26BBrF4N2O4P in total at a distorted geometry.

Summary:
**Lowest unoccupied orbital energy**: 2.265 eV
**Frontier orbital gap**: 8.85 eV
**HOMO level**: -6.58 eV
**Strongest force on any atom**: 1.4 eV/A

```
! wB97M-V def2-TZVPD RIJCOSX def2/J DEFGRID3
* xyz -1 1
C -2.492 -0.791 3.974
C -1.970 -1.263 2.595
N -0.768 -0.581 2.206
P -0.194 -0.558 0.520
C 1.377 0.192 1.055
C 2.299 0.767 -0.003
O 3.290 0.168 -0.337
C 2.051 2.155 -0.521
C 1.196 2.434 -1.581
C 1.054 3.746 -2.014
C 1.750 4.779 -1.407
C 2.599 4.500 -0.345
C 2.750 3.193 0.087
C -1.621 0.550 0.096
C -2.120 1.578 1.121
C -1.060 2.598 1.541
O -3.222 2.263 0.482
O 0.364 -0.465 -1.172
N -0.551 -0.408 -2.232
O -1.379 -1.233 -2.169
C -0.058 -2.466 0.414
Br 0.732 -3.153 2.096
C 0.820 -2.992 -0.721
C 1.074 -4.509 -0.680
H -3.487 -0.358 3.916
H -2.524 -1.624 4.675
H -1.799 -0.063 4.395
H -1.841 -2.351 2.664
H -2.761 -1.102 1.861
H -0.089 -0.475 2.941
H 1.137 0.950 1.799
H 1.958 -0.586 1.552
H 0.668 1.635 -2.079
H 0.402 3.943 -2.855
H 1.634 5.792 -1.766
H 3.157 5.297 0.128
H 3.421 2.973 0.909
H -2.472 -0.084 -0.153
H -1.421 1.126 -0.807
H -2.597 1.103 1.967
H -1.474 3.598 1.422
H -0.780 2.498 2.588
H -0.176 2.540 0.910
H -2.868 2.783 -0.246
H -1.051 -2.900 0.303
H 0.333 -2.811 -1.671
H 1.783 -2.488 -0.686
H 0.248 -5.060 -0.229
H 2.013 -4.756 -0.192
H 1.153 -4.850 -1.712
B 0.301 -3.047 -4.536
F 0.681 -3.780 -5.671
F -0.878 -3.593 -3.983
F 1.326 -3.112 -3.562
F 0.079 -1.702 -4.885
*
```


ORCA calculation (ωB97M-V/def2-TZVPD) on the molecule C2H5N5O at a distorted geometry.

Summary:
**Lowest unoccupied orbital energy**: 0.667 eV
**Relative energy (zero: lowest compared OMol25 entry of this formula, charge and spin)**: 499.9 kJ/mol
**Frontier orbital gap**: 8.64 eV
**HOMO level**: -7.97 eV
**SMILES**: N/N=c1\ncon1N
**Strongest force on any atom**: 7.2 eV/A

```
! wB97M-V def2-TZVPD RIJCOSX def2/J DEFGRID3
* xyz 0 1
N 2.430 0.021 0.100
N 1.335 0.893 -0.076
C 0.297 0.160 -0.178
N 0.476 -1.311 -0.266
C -0.691 -1.674 0.138
O -1.665 -0.738 0.080
N -0.992 0.528 -0.367
N -1.362 1.710 0.250
H 2.433 -0.797 0.745
H 3.240 0.919 0.198
H -1.018 -2.556 0.748
H -0.793 2.108 0.964
H -1.397 2.421 -0.539
*
```


ORCA calculation (ωB97M-V/def2-TZVPD) on a cluster of 2 separate species, CH7N2S in total at a distorted geometry.

Summary:
**Lowest unoccupied orbital energy**: 4.271 eV
**Relative energy (zero: lowest compared OMol25 entry of this formula, charge and spin)**: 19.3 kJ/mol
**Frontier orbital gap**: 7.13 eV
**HOMO level**: -2.85 eV
**Strongest force on any atom**: 1.4 eV/A

```
! wB97M-V def2-TZVPD RIJCOSX def2/J DEFGRID3
* xyz -1 1
S 0.102 -2.127 0.400
H -0.671 -2.434 1.452
N 1.192 1.272 -0.575
C -0.128 1.865 -0.596
N -1.194 1.205 0.087
H 1.784 1.574 0.185
H 1.178 0.258 -0.519
H -0.063 2.899 -0.225
H -0.420 2.055 -1.635
H -1.312 0.213 -0.138
H -1.024 1.091 1.065
*
```


ORCA calculation (ωB97M-V/def2-TZVPD) on a structure of composition C10H16Br2N2O2 at a distorted geometry.

Summary:
**Lowest unoccupied orbital energy**: 0.218 eV
**Relative energy (zero: lowest compared OMol25 entry of this formula, charge and spin)**: 853.0 kJ/mol
**Frontier orbital gap**: 9.02 eV
**HOMO level**: -8.80 eV
**Strongest force on any atom**: 17.8 eV/A

```
! wB97M-V def2-TZVPD RIJCOSX def2/J DEFGRID3
* xyz 0 1
O 2.494 0.428 2.399
C 2.525 0.319 1.099
N 1.404 -0.001 0.463
C 0.129 -0.403 1.268
C -1.009 0.469 0.844
N -1.379 0.584 -0.369
C -2.595 0.384 -0.890
O -2.606 0.550 -2.394
C -3.828 0.309 -0.335
C -4.192 -1.201 -0.430
H -5.265 -1.132 0.051
H -4.354 -1.324 -1.579
Br -2.978 -2.582 0.325
H -3.655 0.623 0.851
H -4.552 0.913 -0.807
C -0.211 0.882 -1.098
C 0.967 -0.300 -0.867
H 1.767 -0.017 -1.462
H 0.648 -1.028 -1.216
H -0.463 0.919 -2.156
H 0.202 1.909 -1.083
H -0.817 1.740 1.460
H -1.916 0.491 1.638
H -0.344 -1.331 1.243
H 0.358 -0.140 2.103
C 3.693 0.636 0.247
C 4.540 -0.781 0.290
H 5.527 -0.223 -0.208
H 4.598 -0.973 1.428
Br 3.812 -2.149 -0.615
H 3.396 1.016 -0.818
H 4.104 1.413 0.619
*
```


ORCA calculation (ωB97M-V/def2-TZVPD) on the molecule CH3BCl2 at a distorted geometry.

Summary:
**Lowest unoccupied orbital energy (spin up / spin down)**: 0.639 / -4.556 eV
**Relative energy (zero: lowest compared OMol25 entry of this formula, charge and spin)**: 44.5 kJ/mol
**Frontier orbital gap (spin up / spin down)**: 6.35 / 6.65 eV
**HOMO level (spin up / spin down)**: -5.71 / -11.21 eV
**Strongest force on any atom**: 9.7 eV/A

```
! wB97M-V def2-TZVPD RIJCOSX def2/J DEFGRID3
* xyz 0 3
B -0.336 0.796 0.069
C -0.008 -0.674 -0.039
Cl 1.430 0.353 -0.709
Cl 0.364 -1.630 1.285
H -0.911 1.216 -0.755
H -0.314 1.253 1.117
H -0.225 -1.314 -0.969
*
```


ORCA calculation (ωB97M-V/def2-TZVPD) on a cluster of 2 separate species, C9H14 in total at a distorted geometry.

Summary:
**Lowest unoccupied orbital energy**: 1.018 eV
**Relative energy (zero: lowest compared OMol25 entry of this formula, charge and spin)**: 67.7 kJ/mol
**Frontier orbital gap**: 9.99 eV
**HOMO level**: -8.98 eV
**SMILES**: Cc1ccccc1.CC
**Strongest force on any atom**: 2.4 eV/A

```
! wB97M-V def2-TZVPD RIJCOSX def2/J DEFGRID3
* xyz 0 1
C 2.388 -0.909 1.277
C 1.227 -0.919 0.279
C 0.495 -2.113 0.153
C -0.466 -2.270 -0.800
C -0.859 -1.110 -1.501
C -0.207 0.098 -1.372
C 0.898 0.169 -0.491
H 3.038 -1.781 1.180
H 1.879 -1.075 2.227
H 3.004 -0.026 1.166
H 0.732 -3.012 0.720
H -0.893 -3.178 -1.201
H -1.704 -1.174 -2.180
H -0.381 0.940 -2.023
H 1.418 1.116 -0.414
C -1.542 2.355 1.462
C -1.562 3.219 0.193
H -1.489 1.316 1.149
H -0.782 2.602 2.208
H -2.422 2.547 2.083
H -0.781 3.973 0.184
H -1.273 2.615 -0.673
H -2.517 3.674 -0.053
*
```


ORCA calculation (ωB97M-V/def2-TZVPD) on a cluster of 4 separate species, C3H14O3S in total at a distorted geometry.

Summary:
**Lowest unoccupied orbital energy**: 0.391 eV
**Relative energy (zero: lowest compared OMol25 entry of this formula, charge and spin)**: 222.3 kJ/mol
**Frontier orbital gap**: 9.19 eV
**HOMO level**: -8.80 eV
**SMILES**: CCSC.O.O.O
**Strongest force on any atom**: 5.6 eV/A

```
! wB97M-V def2-TZVPD RIJCOSX def2/J DEFGRID3
* xyz 0 1
C -0.062 0.617 -0.613
C 1.391 0.282 -0.639
S 1.716 -1.087 0.228
C 1.767 -0.164 1.935
H -0.426 -0.217 -1.134
H -0.239 1.481 -1.322
H -0.467 0.629 0.421
H 2.049 1.152 -0.428
H 1.500 0.017 -1.712
H 2.181 0.853 1.691
H 0.718 -0.188 2.164
H 2.146 -0.399 2.919
O 0.926 4.801 1.108
H 1.372 4.514 1.937
H 0.963 4.174 0.366
O -3.307 2.429 -1.123
H -2.663 1.811 -0.758
H -3.323 3.146 -0.479
O -3.193 -6.204 -1.130
H -2.618 -6.114 -1.924
H -2.652 -6.085 -0.324
*
```


ORCA calculation (ωB97M-V/def2-TZVPD) on a structure of composition C23H26N7O12SW at a distorted geometry.

Summary:
**Lowest unoccupied orbital energy**: -11.067 eV
**Relative energy (zero: lowest compared OMol25 entry of this formula, charge and spin)**: 85.1 kJ/mol
**Frontier orbital gap**: 5.53 eV
**HOMO level**: -16.60 eV
**Strongest force on any atom**: 3.8 eV/A

```
! wB97M-V def2-TZVPD RIJCOSX def2/J DEFGRID3
* xyz 3 1
W 11.148 10.532 9.704
C 16.421 9.209 10.132
N 15.365 10.152 10.045
C 15.733 11.594 10.056
C 14.141 9.706 10.091
O 13.158 10.513 10.217
C 13.762 8.225 9.987
O 12.424 8.192 9.605
C 11.476 7.318 10.254
C 10.933 8.103 11.485
O 11.061 9.426 11.530
N 10.179 7.582 12.394
C 9.471 8.395 13.375
C 9.852 6.151 12.576
H 16.504 8.633 9.226
H 16.229 8.514 10.968
H 17.397 9.680 10.327
H 16.156 11.867 9.108
H 16.555 11.713 10.800
H 14.843 12.154 10.231
H 13.860 7.728 10.967
H 14.377 7.656 9.241
H 11.801 6.284 10.452
H 10.614 7.252 9.573
H 9.470 9.473 13.114
H 9.985 8.240 14.343
H 8.464 7.997 13.393
H 9.261 5.792 11.761
H 9.401 5.939 13.517
H 10.826 5.550 12.491
O 7.314 10.329 9.851
C 7.809 10.788 8.932
O 9.875 9.531 9.183
C 8.234 11.746 7.995
C 7.262 11.936 6.909
C 7.491 12.965 6.081
C 8.547 13.859 6.225
C 9.403 13.636 7.299
C 9.392 12.488 8.114
O 10.381 12.155 8.962
N 10.531 14.565 7.548
O 11.670 14.234 7.267
O 10.176 15.591 8.086
N 6.559 13.102 4.905
O 6.939 13.882 4.102
O 5.504 12.490 4.935
H 6.381 11.262 6.794
H 8.736 14.762 5.595
O 13.643 18.683 11.767
C 12.466 18.180 11.224
N 12.040 16.823 11.677
C 12.717 15.717 11.414
O 13.772 15.651 10.752
C 12.160 14.400 11.952
C 11.845 14.194 13.276
C 11.117 12.983 13.609
C 10.831 12.117 12.567
N 11.265 12.315 11.307
C 11.834 13.452 10.966
H 14.357 18.203 11.241
H 12.497 18.181 10.172
H 11.688 18.920 11.552
H 11.243 16.773 12.281
H 12.202 14.874 14.008
H 10.856 12.748 14.578
H 10.203 11.247 12.670
H 12.082 13.704 9.856
S 12.351 10.286 7.593
C 11.290 10.838 6.357
N 10.469 10.959 5.581
*
```


no.,total energy (a.u.)
1,-4375.63792
2,-428.03273
3,-550.02658
4,-5798.28552
5,-984.88909
6,-351.30439
7,-746.52323
8,-2642.31074